132
Properties=species:S:1:pos:R:3:forces:R:3 method="wB97M-V/def2-TZVPD" lumo_energy_ev=0.158 fmax_ev_per_a=2.4 spin_multiplicity=1 homo_ev=-10.10
C -0.64005 -3.29994 2.74551 -1.192 0.632 -0.091
C -1.38763 -4.26280 1.82959 1.216 -0.549 -0.407
C -2.29685 -3.58389 0.78987 0.170 -0.500 1.188
O -1.90306 -4.18354 -0.42486 -0.535 0.213 -0.939
C -0.73294 -4.83451 -0.31664 -0.706 0.101 0.192
O -0.11840 -5.26272 -1.24674 0.108 -0.069 0.107
O -0.40279 -4.93006 0.96836 0.311 0.042 0.078
H -1.12733 -2.32823 2.63514 0.140 -0.027 0.065
H 0.39051 -3.13934 2.44424 0.019 -0.398 0.176
H -0.75786 -3.51093 3.80575 0.403 -0.283 -0.047
H -1.80058 -5.15017 2.31044 -0.620 0.582 0.401
H -2.15146 -2.50356 0.78425 0.129 -0.097 -0.277
H -3.33583 -3.77593 1.04821 -0.071 -0.063 -0.511
C -3.23875 -1.03339 -4.10462 -0.782 -0.052 -0.400
C -3.43085 -2.49713 -4.45116 0.561 -0.048 1.217
C -3.21565 -3.47351 -3.24814 -0.791 0.019 -0.589
O -4.29814 -4.39738 -3.44333 -0.018 -0.239 0.205
C -5.23815 -3.86291 -4.24214 -0.352 -0.986 0.271
O -6.29691 -4.37643 -4.44095 0.000 0.220 -0.065
O -4.82048 -2.72323 -4.77725 0.525 0.690 -0.340
H -3.35937 -0.48242 -5.03937 0.244 0.287 0.158
H -2.29959 -0.80948 -3.60944 0.116 -0.221 -0.232
H -4.03939 -0.71623 -3.43473 0.044 -0.055 0.079
H -2.82848 -2.75175 -5.32255 -0.010 -0.277 0.001
H -3.37408 -2.99610 -2.28063 0.160 0.251 -0.115
H -2.31749 -4.08458 -3.19860 0.239 0.401 -0.282
C 1.72537 7.69322 4.56380 -0.766 -0.133 -0.146
C 2.07024 6.21190 4.45529 0.514 0.880 0.261
C 1.31064 5.29051 5.42821 0.968 0.174 0.102
O 0.77002 4.26903 4.59189 0.004 0.322 -0.080
C 0.99361 4.58498 3.29377 -0.368 -0.031 -0.155
O 0.59550 3.93856 2.37528 0.152 -0.217 0.020
O 1.69222 5.72446 3.17043 -0.166 -0.225 -0.023
H 1.95463 8.25597 3.65971 0.207 -0.280 -0.118
H 2.21301 8.21626 5.38500 0.034 -0.312 0.176
H 0.64102 7.75119 4.69409 0.035 0.267 0.078
H 3.15395 6.10026 4.54611 -0.063 -0.238 -0.026
H 0.55672 5.83229 5.99848 -0.316 -0.226 -0.229
H 2.01673 4.83778 6.12377 -0.192 -0.119 0.082
C 1.37935 -0.25995 1.98107 0.342 0.759 0.229
C 1.55359 -0.40396 3.48437 0.586 -1.291 0.113
C 1.77069 0.86034 4.31065 0.131 0.475 -0.035
O 0.78108 0.78558 5.32721 -0.400 0.430 0.636
C 0.06854 -0.33883 5.23498 -0.389 -0.450 -1.216
O -0.77417 -0.73481 5.97037 -0.010 0.257 0.491
O 0.37501 -0.98513 4.07606 0.344 0.361 0.301
H 0.40461 -0.60536 1.64801 0.081 -0.064 0.134
H 2.15311 -0.76693 1.40736 -0.022 -0.195 0.061
H 1.47274 0.80519 1.74772 -0.102 -0.255 -0.123
H 2.36743 -1.11234 3.68422 -0.093 0.064 0.007
H 1.65733 1.74565 3.67693 -0.348 0.085 0.342
H 2.70157 0.95428 4.87348 0.250 -0.329 -0.537
Br -0.16356 5.25708 -2.90049 -0.497 -0.733 -0.182
C -1.74304 4.08581 -2.75664 -0.412 -0.252 0.669
C -2.78876 4.75527 -1.85982 0.431 0.413 -1.051
Br -2.11463 4.86968 -0.05699 -0.233 -0.033 0.286
H -1.49037 3.12131 -2.31649 0.596 0.206 0.080
H -2.12704 3.81988 -3.73975 0.039 0.597 -0.170
H -3.75077 4.24925 -1.88843 0.145 -0.272 0.218
H -2.94232 5.77372 -2.21100 -0.070 0.036 0.190
Br 4.51417 0.29052 -4.70590 -0.597 0.058 -0.279
C 2.69373 0.45411 -3.94964 0.271 0.764 0.042
C 1.68740 1.12470 -4.85707 0.355 -0.841 -0.847
Br -0.04504 0.85768 -3.96745 0.353 0.293 -0.437
H 2.81345 1.08534 -3.07409 0.043 -0.492 0.287
H 2.39865 -0.57314 -3.77224 -0.034 0.068 0.362
H 1.70969 0.59144 -5.80926 -0.593 -0.104 0.069
H 1.83158 2.16970 -5.11260 0.047 0.135 0.626
Br 0.78366 -2.63614 -5.39938 0.730 -0.806 -0.048
C 2.23410 -3.99499 -5.58925 0.244 -0.360 0.105
C 3.46342 -3.41490 -6.27513 -1.140 0.437 0.127
Br 2.99738 -2.77231 -8.04558 0.094 0.208 -0.171
H 1.87741 -4.89888 -6.07857 -0.464 0.369 -0.283
H 2.49792 -4.31909 -4.58199 -0.070 0.339 0.124
H 4.24523 -4.13184 -6.49508 0.048 -0.146 0.564
H 3.76304 -2.56726 -5.66167 0.554 0.035 -0.378
Br -2.56290 2.35274 3.25405 -0.526 0.202 -0.179
C -4.28855 3.24807 2.83622 0.433 0.122 1.154
C -4.33338 4.38899 3.83935 0.119 -0.013 -0.659
Br -6.05347 5.34998 3.59116 0.737 -0.340 0.317
H -5.06656 2.53193 3.07931 0.021 -0.131 -0.385
H -4.27511 3.59805 1.81099 0.029 -0.214 -0.068
H -3.50930 5.07295 3.64962 -0.278 0.284 -0.103
H -4.18792 4.00288 4.84398 -0.629 0.157 0.139
C 6.31136 2.66935 -3.08451 -0.005 -0.833 -0.013
O 4.98497 2.91249 -2.61616 -0.239 0.633 -0.669
C 4.60932 2.27150 -1.52938 -0.081 0.305 0.646
O 5.28090 1.53097 -0.86492 0.251 -0.489 -0.068
O 3.35404 2.63729 -1.23553 -0.248 -0.113 -0.622
C 2.68742 1.79960 -0.30312 0.715 -0.545 1.159
H 6.41617 1.59526 -3.22594 0.346 -0.003 0.372
H 7.03502 3.05617 -2.37281 0.105 0.037 -0.112
H 6.41052 3.07851 -4.08519 -0.173 0.529 0.205
H 2.51411 0.78590 -0.67554 -0.374 0.239 -0.460
H 1.79506 2.30674 0.04718 -0.089 0.059 -0.394
H 3.33423 1.60953 0.56106 0.003 0.349 -0.015
C -0.92872 1.29646 0.51647 0.372 -0.513 0.050
O -0.52222 0.21307 -0.34246 0.502 -0.643 0.573
C -1.52119 -0.46326 -0.91069 1.215 1.407 -1.578
O -2.63491 -0.02757 -1.00870 -0.882 -0.503 0.546
O -1.10553 -1.49778 -1.62309 -1.178 -0.708 -0.418
C 0.21724 -1.99826 -1.65892 1.082 0.713 1.200
H -1.54018 0.87843 1.31397 -0.419 0.292 -0.348
H -1.38843 2.06195 -0.09736 -0.271 0.113 0.373
H -0.02615 1.64658 1.01228 -0.199 0.294 -0.417
H 0.45565 -2.46239 -0.69854 -0.040 -0.135 -0.159
H 0.93729 -1.18424 -1.76263 -0.180 -0.046 -0.158
H 0.34831 -2.70483 -2.46951 -0.471 -0.036 -0.037
C 2.30471 -4.35764 0.85818 -0.609 -0.296 -0.758
O 3.46206 -4.16565 0.06168 1.091 -0.090 0.161
C 3.65746 -3.08227 -0.66549 0.308 -0.001 0.098
O 2.89101 -2.16465 -0.83995 0.045 -0.094 0.111
O 4.89573 -3.16680 -1.17199 -0.236 0.002 0.012
C 5.24670 -2.16385 -2.12969 -0.075 0.180 -0.026
H 2.57176 -5.01085 1.68524 0.193 0.138 0.027
H 1.59017 -4.89380 0.22639 0.250 0.350 0.344
H 1.88817 -3.41953 1.22301 0.142 0.011 -0.173
H 4.77962 -2.39455 -3.08668 -0.009 0.030 -0.031
H 6.32763 -2.18868 -2.23062 -0.006 -0.131 0.029
H 4.94302 -1.16936 -1.80752 -0.052 -0.042 0.076
C -4.81274 -0.58587 1.20774 1.082 1.595 -0.780
O -3.96654 -1.46913 1.94731 -0.322 -0.320 -0.984
C -4.20577 -1.69712 3.21141 -0.301 -0.089 1.332
O -4.98133 -1.12961 3.93066 -0.188 0.127 -0.111
O -3.40512 -2.69967 3.59962 0.177 -0.209 -0.550
C -3.47373 -3.08427 4.95723 -0.707 -0.491 0.961
H -5.01495 -0.97237 0.21155 -0.252 -0.702 0.319
H -4.15123 0.25076 0.96322 -0.247 0.231 0.182
H -5.69043 -0.18499 1.70217 -0.038 -0.582 0.424
H -4.47611 -3.41133 5.25031 -0.162 0.408 -0.277
H -3.16834 -2.28202 5.62485 0.212 -0.015 -0.082
H -2.88710 -3.99068 5.09677 0.505 0.315 -0.268